Record 1
A molecular structure, C32H41N4O3SiTa in a non-equilibrium geometry. Source: the OMol25 dataset; level of theory: wB97M-V/def2-TZVPD.

Last column: Mulliken charge in e.
Cartesian coordinates (Å):
Ta: -0.09 0.21 -0.56  1.38
C: 2.58 2.04 -0.86  -1.29
N: 2.16 0.78 -1.54  0.78
C: 2.10 0.98 -3.02  -1.18
C: 0.79 1.43 -3.60  -0.13
C: 0.31 2.72 -3.01  -1.47
N: -0.37 2.43 -1.72  0.06
C: -1.27 3.30 -1.42  -0.37
C: -2.17 3.31 -0.29  0.97
C: -3.05 4.38 -0.07  -1.03
C: -3.93 4.35 0.99  -0.83
C: -3.94 3.24 1.84  -0.74
C: -3.09 2.17 1.63  -0.84
C: -2.22 2.23 0.56  0.21
O: -1.35 1.25 0.28  0.53
C: 3.26 -0.23 -1.38  -1.53
C: 3.77 -0.57 0.01  -0.58
C: 2.87 -1.52 0.81  -0.77
N: 1.66 -1.78 0.04  0.26
C: 1.47 -2.98 -0.35  -0.92
C: 0.45 -3.40 -1.31  0.90
C: 0.15 -4.75 -1.49  -0.82
C: -0.72 -5.16 -2.48  -0.94
C: -1.27 -4.21 -3.34  -0.91
C: -0.99 -2.86 -3.17  -0.81
C: -0.17 -2.46 -2.13  0.32
O: 0.03 -1.14 -1.88  0.75
H: 3.54 2.37 -1.24  0.40
H: 2.65 1.87 0.21  0.29
H: 1.84 2.82 -1.01  0.34
H: 2.34 0.03 -3.49  0.60
H: 2.89 1.68 -3.30  0.41
H: 0.02 0.66 -3.46  -0.08
H: 0.91 1.54 -4.68  0.53
H: -0.37 3.23 -3.69  0.78
H: 1.14 3.41 -2.83  0.33
H: -1.39 4.15 -2.10  0.46
H: -3.02 5.24 -0.73  0.47
H: -4.61 5.17 1.16  0.45
H: -4.62 3.22 2.68  0.47
H: -3.07 1.31 2.29  0.59
H: 4.11 0.17 -1.95  0.77
H: 2.93 -1.13 -1.88  0.48
H: 3.99 0.33 0.60  0.27
H: 4.74 -1.05 -0.16  0.43
H: 2.59 -1.07 1.75  -0.45
H: 3.40 -2.45 1.03  0.81
H: 2.15 -3.77 -0.02  0.42
H: 0.61 -5.48 -0.83  0.51
H: -0.96 -6.20 -2.60  0.46
H: -1.90 -4.52 -4.16  0.51
H: -1.40 -2.11 -3.84  0.55
O: -2.29 0.23 -2.07  -0.10
C: -3.30 -0.71 -1.79  -1.08
C: -2.82 -1.67 -0.74  0.72
C: -3.51 -2.85 -0.55  -1.05
C: -3.14 -3.71 0.47  -0.53
C: -2.08 -3.35 1.29  -0.93
C: -1.42 -2.18 1.03  -0.46
N: -1.77 -1.34 0.03  0.35
H: -2.64 0.91 -2.66  0.29
H: -3.60 -1.27 -2.68  0.50
H: -4.19 -0.20 -1.39  0.50
H: -4.35 -3.09 -1.19  0.56
H: -3.67 -4.64 0.62  0.47
H: -1.77 -3.98 2.12  0.54
H: -0.58 -1.86 1.64  0.55
C: 2.48 2.74 4.20  -1.04
Si: 1.68 1.07 4.25  -0.12
C: 0.09 1.04 5.19  -0.96
C: 2.85 -0.28 4.75  -0.97
C: 1.18 0.72 2.47  -0.62
C: 0.83 0.52 1.31  0.55
H: 2.79 3.04 5.21  0.39
H: 1.79 3.49 3.83  0.33
H: 3.37 2.73 3.57  0.32
H: 0.26 1.23 6.25  0.38
H: -0.40 0.07 5.10  0.30
H: -0.59 1.81 4.82  0.29
H: 3.15 -0.15 5.80  0.39
H: 3.75 -0.27 4.15  0.30
H: 2.38 -1.26 4.67  0.31

Calculated values
Lowest unoccupied orbital energy   -6.61 eV
Total charge   +2
Kohn-Sham gap   7.435 eV
Energy above the lowest of the compared OMol25 structures with the same formula, charge and spin   1.5 kcal per mole
Maximum force   1.59 eV Å⁻¹

Record 2
A molecular structure, C32H42GaNO2S2 in a non-equilibrium geometry. Source: the OMol25 dataset; level of theory: wB97M-V/def2-TZVPD.

Last column: Mulliken charge in e.
Cartesian coordinates (Å):
C: 2.08 -3.18 1.60  -0.66
C: 3.52 -2.74 1.86  -0.78
C: 3.72 -1.23 2.02  -0.36
C: 3.40 -0.40 0.76  -0.71
Ga: 2.71 1.52 1.19  -1.62
C: 2.22 2.34 -0.66  -0.64
C: 1.93 1.30 -1.74  -1.00
C: 0.65 0.51 -1.44  1.22
S: -0.40 0.52 -2.95  -0.30
C: -2.05 0.18 -2.43  0.29
S: -2.79 -1.15 -3.04  -0.37
N: -2.81 1.07 -1.61  0.45
C: -2.17 2.30 -1.19  -0.45
C: -1.81 3.22 -2.17  -0.06
C: -1.23 4.44 -1.84  -0.54
C: -1.01 4.78 -0.51  -0.58
C: -1.40 3.88 0.47  -0.10
C: -1.97 2.65 0.14  0.16
C: -3.48 0.35 -0.53  -0.83
C: -2.77 -0.45 0.36  0.42
C: -3.42 -1.11 1.39  -0.74
C: -4.80 -0.97 1.54  -0.47
C: -5.51 -0.18 0.64  -0.58
C: -4.85 0.47 -0.39  -0.35
C: 4.28 2.52 2.05  1.10
O: 4.78 3.55 1.50  -0.77
O: 4.71 2.02 3.13  -0.66
C: 1.02 1.47 2.39  2.23
C: 0.41 0.05 2.41  -1.12
C: 1.28 2.03 3.80  -1.04
C: 0.15 2.93 4.32  -0.68
C: -1.22 2.24 4.35  -0.76
H: 1.53 -3.32 2.53  0.26
H: 1.54 -2.50 0.95  -0.07
H: 2.08 -4.15 1.10  0.36
H: 4.15 -3.07 1.03  0.30
H: 3.85 -3.23 2.78  0.40
H: 4.77 -1.06 2.24  0.34
H: 3.16 -0.83 2.87  0.12
H: 4.29 -0.28 0.14  0.55
H: 2.66 -0.91 0.14  0.17
H: 3.05 2.97 -0.98  0.63
H: 1.35 3.01 -0.61  -0.02
H: 2.76 0.59 -1.80  0.30
H: 1.85 1.78 -2.73  0.62
H: 0.89 -0.53 -1.25  0.30
H: 0.13 0.95 -0.59  -1.09
H: -1.98 2.98 -3.20  0.47
H: -0.95 5.12 -2.62  0.36
H: -0.56 5.71 -0.22  0.39
H: -1.23 4.11 1.51  0.12
H: -2.25 2.01 0.96  0.24
H: -1.70 -0.52 0.23  0.40
H: -2.83 -1.71 2.07  0.47
H: -5.29 -1.46 2.36  0.38
H: -6.58 -0.08 0.76  0.38
H: -5.41 1.08 -1.09  0.43
H: 0.28 2.12 1.91  -0.90
H: 0.59 -0.44 1.45  -0.11
H: 0.89 -0.55 3.17  0.45
H: -0.67 0.08 2.55  0.05
H: 1.34 1.22 4.53  0.25
H: 2.23 2.56 3.85  0.42
H: 0.37 3.24 5.34  0.49
H: 0.07 3.84 3.71  0.28
H: -1.12 1.18 4.54  0.21
H: -1.77 2.36 3.42  -0.08
H: -1.85 2.64 5.14  0.43
C: 0.23 -6.17 -5.69  -0.40
C: -0.51 -6.20 -4.52  -0.32
C: -0.97 -5.02 -3.96  -0.44
C: -0.70 -3.80 -4.58  0.13
C: 0.04 -3.77 -5.75  -0.59
C: 0.51 -4.95 -6.31  -0.28
H: 0.60 -7.09 -6.13  0.33
H: -0.72 -7.15 -4.04  0.34
H: -1.55 -5.04 -3.04  0.38
H: -1.07 -2.88 -4.14  0.15
H: 0.25 -2.83 -6.23  0.36
H: 1.09 -4.93 -7.22  0.34

Calculated values
Lowest unoccupied orbital energy   3.74 eV
Total charge   -2
Kohn-Sham gap   3.131 eV
Maximum force   2.16 eV Å⁻¹

Record 3
A molecular structure, C32H42N6O5S3Ti. Source: the OMol25 dataset; level of theory: wB97M-V/def2-TZVPD.

Last column: Mulliken charge in e.
Cartesian coordinates (Å):
Ti: 0.23 0.01 -0.28  -0.34
C: 4.30 -0.36 -1.68  -1.76
C: 2.81 -0.31 -1.55  0.61
N: 2.16 -0.31 -0.36  1.74
N: 2.85 -0.40 0.85  -1.39
C: 1.98 -0.38 1.81  0.53
O: 0.68 -0.33 1.57  -0.05
C: 2.43 -0.40 3.22  0.08
C: 1.49 -0.43 4.23  -0.22
C: 1.89 -0.45 5.56  -0.92
C: 3.24 -0.45 5.88  -0.44
C: 4.19 -0.42 4.86  -0.74
C: 3.79 -0.39 3.53  -0.32
C: 1.92 -0.24 -2.62  0.36
C: 2.30 -0.39 -3.99  -1.10
C: 1.36 -0.38 -4.96  -0.58
C: -0.01 -0.22 -4.61  -0.93
C: -0.34 -0.07 -3.31  -0.11
N: 0.58 -0.06 -2.29  0.63
H: 4.75 -0.25 -0.70  0.39
H: 4.66 0.44 -2.32  0.37
H: 4.64 -1.31 -2.10  0.31
H: 0.44 -0.41 3.97  0.44
H: 1.15 -0.47 6.35  0.41
H: 3.56 -0.47 6.91  0.40
H: 5.24 -0.42 5.10  0.42
H: 4.51 -0.36 2.73  0.49
H: 3.35 -0.51 -4.23  0.46
H: 1.65 -0.49 -6.00  0.41
H: -0.79 -0.20 -5.37  0.47
H: -1.37 0.07 -3.01  0.15
O: -0.51 6.28 -2.43  -0.68
S: -1.00 5.59 -1.27  1.18
O: -2.42 5.58 -1.03  -0.66
N: -0.43 4.05 -1.22  -0.60
C: 0.30 3.84 -0.17  0.86
S: 1.03 2.36 0.26  -0.34
C: 0.51 5.05 0.70  0.22
C: 1.25 5.18 1.86  -0.55
C: 1.30 6.43 2.47  -0.64
C: 0.61 7.52 1.93  -0.47
C: -0.13 7.38 0.77  -0.67
C: -0.16 6.14 0.18  0.03
H: 1.78 4.33 2.27  0.49
H: 1.87 6.56 3.38  0.40
H: 0.67 8.48 2.43  0.38
H: -0.67 8.22 0.34  0.44
C: -4.98 1.72 -0.59  -1.31
N: -3.59 1.38 -0.89  0.29
C: -2.77 2.49 -1.35  -1.21
C: -3.01 0.28 -0.41  0.33
O: -1.76 0.22 -0.26  -0.31
N: -3.77 -0.79 -0.05  0.15
C: -3.10 -1.86 0.68  -0.91
C: -4.83 -1.27 -0.94  -1.15
H: -4.99 2.70 -0.12  0.38
H: -5.42 1.00 0.09  0.42
H: -5.57 1.78 -1.51  0.33
H: -3.31 3.02 -2.13  0.34
H: -1.82 2.14 -1.75  0.24
H: -2.57 3.18 -0.54  0.54
H: -2.49 -1.45 1.48  0.29
H: -2.46 -2.46 0.03  0.14
H: -3.87 -2.50 1.12  0.39
H: -5.12 -0.50 -1.65  0.41
H: -5.71 -1.57 -0.37  0.30
H: -4.47 -2.13 -1.50  0.33
C: -0.87 -3.72 -3.09  -0.61
C: 0.52 -4.27 -2.77  -0.54
C: 0.75 -4.55 -1.29  -0.77
S: 1.19 -3.07 -0.40  0.67
O: -0.08 -2.21 -0.40  0.07
C: 1.36 -3.75 1.28  -1.26
C: 0.13 -3.56 2.17  0.42
C: -1.01 -4.52 1.87  -1.37
H: -0.95 -3.47 -4.14  0.40
H: -1.08 -2.82 -2.51  -0.23
H: -1.63 -4.47 -2.85  0.36
H: 1.29 -3.57 -3.13  0.24
H: 0.68 -5.21 -3.32  0.41
H: 1.63 -5.20 -1.15  0.55
H: -0.11 -5.02 -0.82  0.35
H: 2.22 -3.24 1.70  0.33
H: 1.61 -4.81 1.16  0.73
H: -0.21 -2.53 2.07  -0.33
H: 0.47 -3.68 3.20  0.54
H: -1.39 -4.39 0.86  0.13
H: -1.85 -4.35 2.55  0.40
H: -0.70 -5.57 1.99  0.37

Calculated values
Lowest unoccupied orbital energy (alpha / beta)   0.12 / 0.23 eV
Kohn-Sham gap (alpha / beta)   5.687 / 5.829 eV
Energy above the lowest of the compared OMol25 structures with the same formula, charge and spin   21.6 kcal per mole
Maximum force   0.76 eV Å⁻¹

Which of these has the highest maximum force?
C32H42GaNO2S2

Repeat the second record exactly.
A molecular structure, C32H42GaNO2S2 in a non-equilibrium geometry. Source: the OMol25 dataset; level of theory: wB97M-V/def2-TZVPD.

Last column: Mulliken charge in e.
Cartesian coordinates (Å):
C: 2.08 -3.18 1.60  -0.66
C: 3.52 -2.74 1.86  -0.78
C: 3.72 -1.23 2.02  -0.36
C: 3.40 -0.40 0.76  -0.71
Ga: 2.71 1.52 1.19  -1.62
C: 2.22 2.34 -0.66  -0.64
C: 1.93 1.30 -1.74  -1.00
C: 0.65 0.51 -1.44  1.22
S: -0.40 0.52 -2.95  -0.30
C: -2.05 0.18 -2.43  0.29
S: -2.79 -1.15 -3.04  -0.37
N: -2.81 1.07 -1.61  0.45
C: -2.17 2.30 -1.19  -0.45
C: -1.81 3.22 -2.17  -0.06
C: -1.23 4.44 -1.84  -0.54
C: -1.01 4.78 -0.51  -0.58
C: -1.40 3.88 0.47  -0.10
C: -1.97 2.65 0.14  0.16
C: -3.48 0.35 -0.53  -0.83
C: -2.77 -0.45 0.36  0.42
C: -3.42 -1.11 1.39  -0.74
C: -4.80 -0.97 1.54  -0.47
C: -5.51 -0.18 0.64  -0.58
C: -4.85 0.47 -0.39  -0.35
C: 4.28 2.52 2.05  1.10
O: 4.78 3.55 1.50  -0.77
O: 4.71 2.02 3.13  -0.66
C: 1.02 1.47 2.39  2.23
C: 0.41 0.05 2.41  -1.12
C: 1.28 2.03 3.80  -1.04
C: 0.15 2.93 4.32  -0.68
C: -1.22 2.24 4.35  -0.76
H: 1.53 -3.32 2.53  0.26
H: 1.54 -2.50 0.95  -0.07
H: 2.08 -4.15 1.10  0.36
H: 4.15 -3.07 1.03  0.30
H: 3.85 -3.23 2.78  0.40
H: 4.77 -1.06 2.24  0.34
H: 3.16 -0.83 2.87  0.12
H: 4.29 -0.28 0.14  0.55
H: 2.66 -0.91 0.14  0.17
H: 3.05 2.97 -0.98  0.63
H: 1.35 3.01 -0.61  -0.02
H: 2.76 0.59 -1.80  0.30
H: 1.85 1.78 -2.73  0.62
H: 0.89 -0.53 -1.25  0.30
H: 0.13 0.95 -0.59  -1.09
H: -1.98 2.98 -3.20  0.47
H: -0.95 5.12 -2.62  0.36
H: -0.56 5.71 -0.22  0.39
H: -1.23 4.11 1.51  0.12
H: -2.25 2.01 0.96  0.24
H: -1.70 -0.52 0.23  0.40
H: -2.83 -1.71 2.07  0.47
H: -5.29 -1.46 2.36  0.38
H: -6.58 -0.08 0.76  0.38
H: -5.41 1.08 -1.09  0.43
H: 0.28 2.12 1.91  -0.90
H: 0.59 -0.44 1.45  -0.11
H: 0.89 -0.55 3.17  0.45
H: -0.67 0.08 2.55  0.05
H: 1.34 1.22 4.53  0.25
H: 2.23 2.56 3.85  0.42
H: 0.37 3.24 5.34  0.49
H: 0.07 3.84 3.71  0.28
H: -1.12 1.18 4.54  0.21
H: -1.77 2.36 3.42  -0.08
H: -1.85 2.64 5.14  0.43
C: 0.23 -6.17 -5.69  -0.40
C: -0.51 -6.20 -4.52  -0.32
C: -0.97 -5.02 -3.96  -0.44
C: -0.70 -3.80 -4.58  0.13
C: 0.04 -3.77 -5.75  -0.59
C: 0.51 -4.95 -6.31  -0.28
H: 0.60 -7.09 -6.13  0.33
H: -0.72 -7.15 -4.04  0.34
H: -1.55 -5.04 -3.04  0.38
H: -1.07 -2.88 -4.14  0.15
H: 0.25 -2.83 -6.23  0.36
H: 1.09 -4.93 -7.22  0.34

Calculated values
Lowest unoccupied orbital energy   3.74 eV
Total charge   -2
Kohn-Sham gap   3.131 eV
Maximum force   2.16 eV Å⁻¹